{
  "formula": "C16H26Cl5OPtSbSi",
  "method": "wB97M-V/def2-TZVPD",
  "elements": ["Pt", "Cl", "C", "C", "Cl", "C", "Cl", "C", "O", "C", "Cl", "C", "Cl", "C", "Si", "C", "C", "C", "H", "H", "H", "H", "H", "H", "H", "H", "H", "H", "H", "C", "C", "Sb", "C", "C", "C", "C", "H", "H", "H", "H", "H", "H", "H", "H", "H", "H", "H", "H", "H", "H", "H"],
  "coordinates": [[0.7830, -0.6997, -0.1983], [-1.9954, -5.7107, 4.5890], [-1.5178, -4.6189, 3.2984], [-0.7802, -3.4768, 3.6433], [-0.1398, -3.2708, 5.2209], [-0.5444, -2.5167, 2.6734], [0.3238, -1.0600, 3.1346], [-1.0207, -2.6253, 1.3719], [-0.9064, -1.6603, 0.4616], [-1.7328, -3.8150, 1.0325], [-2.3879, -4.0565, -0.5989], [-1.9952, -4.7650, 1.9905], [-2.9779, -6.1510, 1.6397], [3.3093, 1.6866, 0.0443], [3.4562, 0.5631, -1.4544], [4.7339, -0.8797, -1.2880], [3.8918, 1.6074, -2.9178], [1.8687, -0.4390, -1.9503], [4.2181, 2.2299, 0.1664], [3.1646, 1.0496, 0.9756], [2.4285, 2.3011, -0.0849], [5.7603, -0.6434, -0.9942], [4.6628, -1.4006, -2.2442], [4.3565, -1.6168, -0.5334], [4.8244, 2.0781, -2.8044], [3.1498, 2.4182, -3.0428], [3.8985, 1.0422, -3.8299], [2.2622, -1.4382, -2.2131], [1.2900, -0.1323, -2.8204], [-0.6137, 2.7171, -2.8610], [-1.2414, 3.0831, -1.4640], [-1.3023, 1.2228, -0.3120], [-1.8701, 1.7630, 1.6497], [-0.9205, 2.6116, 2.4677], [-3.1397, 0.2505, -0.9505], [-3.7447, -0.5798, 0.1821], [-0.3170, 3.6708, -3.4219], [-1.3733, 2.2228, -3.4418], [0.2939, 2.1493, -2.7455], [-2.2281, 3.4601, -1.4773], [-0.5712, 3.7723, -0.9497], [-2.0098, 0.7922, 2.1058], [-2.8620, 2.1811, 1.4984], [0.0791, 2.1581, 2.5495], [-1.2637, 2.7780, 3.4630], [-0.7792, 3.5727, 2.0366], [-2.9316, -0.4302, -1.7565], [-3.8191, 0.9685, -1.3631], [-3.0273, -1.1779, 0.7329], [-4.5544, -1.2621, -0.1409], [-4.1876, 0.0763, 0.9313]],
  "lowdin_charge": [0.78, 0.64, -0.67, -0.71, 0.69, -0.58, 0.67, -0.46, -0.45, -0.56, 0.67, -0.70, 0.67, -0.21, 0.41, -0.19, -0.19, -0.43, 0.01, 0.04, 0.01, 0.02, 0.02, 0.03, 0.01, 0.04, 0.03, -0.02, -0.02, -0.19, -0.39, 1.46, -0.44, -0.18, -0.37, -0.19, 0.09, 0.05, 0.02, 0.02, 0.04, 0.03, 0.05, 0.06, 0.06, 0.05, 0.04, 0.04, 0.03, 0.08, 0.06],
  "charge": 0,
  "gap_ev": [7.69, 7.30],
  "homo_ha": [-0.270, -0.310],
  "spin_multiplicity": 3,
  "fmax_ev_per_a": 2.62,
  "s2": 2.01,
  "energy_ha": -3650.423303
}